<i>
{"formula": "C3H8O2", "method": "ωB97M-V with the def2-TZVPD basis set", "smiles": "COCCO", "orbital_gap_ev": 11.05, "charge": 0, "lumo_ev": 1.00, "homo_energy_ev": -10.0, "elements": ["O", "O", "C", "C", "C", "H", "H", "H", "H", "H", "H", "H", "H"], "coordinates": [[1.01, 1.78, 0.31], [0.28, -0.95, -0.09], [-0.47, -2.18, -0.10], [-0.11, 1.33, -0.32], [-0.73, 0.08, 0.21], [1.60, 0.97, 0.46], [-1.52, -2.03, 0.33], [0.12, -2.87, 0.60], [-0.49, -2.76, -1.02], [-0.96, 2.01, -0.37], [0.13, 1.04, -1.41], [-1.61, -0.14, -0.36], [-1.00, 0.15, 1.21]]}



<ii>
{"formula": "C3H8O2", "method": "ωB97M-V with the def2-TZVPD basis set", "smiles": "COCCO", "orbital_gap_ev": 11.03, "charge": 0, "lumo_ev": 0.98, "homo_energy_ev": -10.1, "elements": ["C", "C", "C", "H", "H", "H", "H", "H", "H", "H", "H", "O", "O"], "coordinates": [[-1.59, -0.55, 0.14], [0.21, 0.91, -0.37], [1.30, 0.18, 0.38], [-2.30, -1.24, -0.38], [-1.07, -1.16, 0.87], [-2.25, 0.23, 0.63], [0.59, 1.40, -1.27], [-0.28, 1.67, 0.26], [0.94, -0.28, 1.29], [2.10, 0.90, 0.68], [1.19, -1.22, -0.95], [-0.75, -0.02, -0.84], [1.93, -0.82, -0.45]]}



<iii>
{"formula": "C3H8O2", "method": "ωB97M-V with the def2-TZVPD basis set", "smiles": "C=C(C)O.O", "orbital_gap_ev": 9.14, "charge": 0, "lumo_ev": 0.79, "homo_energy_ev": -8.4, "elements": ["C", "C", "O", "C", "H", "H", "H", "H", "H", "H", "H", "H", "O"], "coordinates": [[0.35, -0.43, 0.58], [-0.93, 0.01, 0.55], [-1.22, 1.28, 0.99], [-2.11, -0.80, 0.12], [0.62, -1.27, -0.03], [0.95, -0.03, 1.38], [-0.36, 1.71, 1.01], [-2.94, -0.13, -0.10], [-2.41, -1.48, 0.93], [-1.90, -1.26, -0.84], [3.50, 1.54, -1.39], [3.25, 0.22, -2.04], [3.18, 0.65, -1.17]]}



Last place for stability: <i>



<i>
{"formula": "C5H39NO15", "method": "ωB97M-V with the def2-TZVPD basis set", "orbital_gap_ev": 10.47, "charge": 0, "lumo_ev": -0.01, "homo_energy_ev": -10.5, "elements": ["C", "C", "C", "C", "C", "N", "O", "H", "H", "H", "H", "H", "H", "H", "H", "H", "H", "H", "H", "H", "O", "H", "H", "O", "H", "H", "O", "H", "H", "O", "H", "H", "O", "H", "H", "O", "H", "H", "O", "H", "H", "O", "H", "H", "O", "H", "H", "O", "H", "H", "O", "H", "H", "O", "H", "H", "O", "H", "H", "O"], "coordinates": [[-2.02, 2.54, 0.22], [-1.23, 1.96, -0.97], [-0.66, 3.09, -1.83], [-0.10, 1.10, -0.29], [-2.69, 1.38, 0.97], [-2.47, 1.28, 2.29], [-3.41, 0.54, 0.41], [-1.40, 3.10, 0.92], [-2.76, 3.27, -0.12], [-1.76, 1.23, -1.56], [-0.93, 4.09, -1.45], [0.43, 3.27, -1.76], [-0.88, 3.08, -2.90], [0.92, 1.25, -0.66], [-0.40, 0.07, -0.53], [-0.18, 1.20, 0.77], [-2.70, 0.54, 2.89], [-1.87, 1.94, 2.76], [2.72, 0.00, 3.08], [1.95, -0.44, 1.67], [2.64, 0.05, 2.12], [0.09, -3.70, 0.60], [1.19, -4.87, 0.64], [0.95, -3.99, 0.94], [3.33, -3.29, -0.77], [1.74, -3.37, -0.56], [2.48, -3.20, -1.17], [1.58, -1.25, -2.26], [0.31, -1.10, -3.06], [1.26, -0.94, -3.13], [-3.03, -0.64, -1.15], [-3.87, 0.11, -2.12], [-3.18, -0.56, -2.10], [-2.56, -1.81, 0.68], [-2.09, -3.34, 0.61], [-2.25, -2.57, 1.17], [0.69, 1.16, 4.20], [0.47, -0.32, 4.17], [1.03, 0.35, 4.57], [-0.82, -1.92, 3.10], [-2.30, -1.89, 3.30], [-1.49, -1.52, 3.65], [3.43, 1.92, -3.11], [2.28, 1.28, -2.75], [2.80, 2.02, -2.38], [1.61, 3.87, -0.21], [3.06, 3.78, 0.10], [2.26, 4.21, 0.41], [-0.88, -4.62, -1.27], [-1.50, -3.20, -1.47], [-1.19, -3.85, -0.79], [-2.00, -1.63, -3.03], [-1.18, -2.94, -3.57], [-1.34, -2.32, -2.87], [3.30, -0.92, -0.20], [4.35, 0.01, -0.79], [3.96, -0.86, -0.90], [1.35, 3.14, 1.49], [1.78, 1.77, 1.83], [1.20, 2.47, 2.18]]}



<ii>
{"formula": "C5H39NO15", "method": "ωB97M-V with the def2-TZVPD basis set", "orbital_gap_ev": 9.49, "charge": 0, "lumo_ev": 0.09, "homo_energy_ev": -9.4, "elements": ["C", "N", "C", "C", "C", "O", "C", "O", "H", "H", "H", "H", "H", "H", "H", "H", "H", "H", "H", "H", "H", "H", "H", "O", "H", "H", "O", "H", "H", "O", "H", "H", "O", "H", "H", "O", "H", "H", "O", "H", "H", "O", "H", "H", "O", "H", "H", "O", "H", "H", "O", "H", "H", "O", "H", "H", "O", "H", "H", "O"], "coordinates": [[1.70, 0.17, 2.94], [1.94, -0.54, 1.68], [0.70, -0.84, 0.97], [1.01, -0.75, -0.57], [1.68, -2.03, -1.16], [-0.30, -0.54, -1.11], [0.10, -2.22, 1.28], [-1.02, -2.48, 0.47], [1.08, -0.33, 3.67], [1.43, 1.20, 2.70], [2.65, 0.42, 3.39], [2.46, -1.40, 1.83], [-0.09, -0.10, 1.16], [1.79, 0.03, -0.72], [1.33, -3.01, -0.85], [2.76, -1.98, -0.98], [1.34, -2.09, -2.24], [-0.25, -0.17, -2.03], [0.83, -3.00, 0.99], [-0.22, -2.30, 2.33], [-1.06, -2.03, -0.38], [-0.66, 1.63, -2.91], [0.41, 1.15, -3.81], [-0.38, 0.81, -3.35], [-4.07, -1.03, -0.29], [-3.32, -1.66, -1.51], [-3.75, -0.85, -1.19], [-4.78, 2.00, 3.56], [-3.31, 1.95, 3.08], [-4.22, 2.14, 2.79], [-1.51, -3.39, -1.02], [-2.23, -4.58, -1.15], [-2.11, -3.78, -1.68], [-1.64, 1.95, -1.15], [-1.65, 3.38, -1.90], [-1.11, 2.71, -1.42], [0.90, 2.02, 0.37], [-0.16, 3.10, -0.10], [0.55, 2.90, 0.57], [-0.36, -5.39, 0.96], [-0.91, -4.17, 0.25], [-0.89, -5.15, 0.19], [5.52, -2.14, -0.57], [4.42, -1.07, -0.17], [4.93, -1.84, 0.13], [-3.40, 3.51, -1.15], [-3.71, 4.08, -2.59], [-3.20, 4.23, -1.78], [4.16, 0.83, 1.69], [5.01, 2.00, 0.87], [4.81, 1.07, 1.03], [-0.48, 2.33, 1.80], [-1.07, 3.39, 2.75], [-1.18, 2.46, 2.49], [3.12, 1.61, -2.19], [4.05, 1.61, -3.33], [3.66, 0.99, -2.70], [-3.77, 1.07, -0.41], [-3.94, 2.14, 0.67], [-3.58, 2.00, -0.22]]}



Last place for stability: <ii>